The following is a DFT calculation (ωB97M-V with the def2-TZVPD basis set) of one molecule with the formula C4H9NO.

Atoms and positions in Å:
C: -2.05345 0.51041 0.12805
C: -1.14040 -0.51636 -0.54810
N: 0.25744 -0.13635 -0.74162
C: 1.08021 0.03695 0.40588
C: 2.51936 -0.19293 0.28547
O: 1.68193 -1.10139 0.98938
H: -3.08113 0.13134 0.18467
H: -2.08011 1.45065 -0.43654
H: -1.72769 0.73525 1.14923
H: -1.14802 -1.45693 0.01260
H: -1.53683 -0.74824 -1.54434
H: 0.32510 0.70349 -1.30841
H: 0.77705 0.75123 1.18026
H: 3.18393 0.44508 0.86783
H: 2.94263 -0.61219 -0.62438

Computed properties:
Molecular weight ... 87.12 g mol⁻¹
SMILES ... CCN[C@@H]1CO1
LUMO energy ... 0.0408 Ha
HOMO energy ... -9.2 eV
Energy above the lowest of the compared OMol25 structures with the same formula, charge and spin ... 221.4 kJ/mol
E_tot ... -7830.0248 eV

Results of the Mulliken charge analysis, in e, for atoms 1 through 4:
1. C -1.01
2. C -0.45
3. N -0.38
4. C 0.13

---

The following is a DFT calculation (ωB97M-V with the def2-TZVPD basis set) of one molecule with the formula C3H3NS at a distorted geometry.

Atoms and positions in Å:
C: 1.57401 -0.80258 -0.06309
C: 0.86541 0.11803 0.12132
C: -0.16643 1.18724 -0.01858
N: -1.46258 0.90250 0.00263
S: -2.15416 -0.56047 -0.00623
H: 2.41299 -1.62249 -0.05838
H: 0.19419 2.26096 -0.10490
H: -1.26343 -1.48320 0.12723

Computed properties:
Molecular weight ... 85.13 g mol⁻¹
SMILES ... C#C/C=N\S
LUMO energy ... 0.0076 Ha
HOMO energy ... -8.9 eV
Energy above the lowest of the compared OMol25 structures with the same formula, charge and spin ... 233.3 kJ/mol
E_tot ... -15481.3396 eV

Results of the Mulliken charge analysis, in e, for atoms 1 through 4:
1. C 0.11
2. C -0.51
3. C 0.05
4. N -0.32

---

The following is a DFT calculation (ωB97M-V with the def2-TZVPD basis set) of C14H28IO5PPd as an isolated structure.

Atoms and positions in Å:
Pd: 0.40578 0.38427 -0.00520
O: -2.35045 -2.36818 -2.60153
C: -1.50823 -1.57267 -1.91639
O: -1.45041 -1.54508 -0.72060
C: -0.68687 -0.75516 -2.88996
O: 0.32296 0.01610 -2.27826
C: 1.64126 -0.56243 -2.41731
C: 1.94526 -1.66465 -1.38523
O: 2.74986 -2.52015 -1.72263
O: 1.33084 -1.57322 -0.26485
H: -2.86934 -2.86189 -1.94761
H: -1.37595 -0.08457 -3.40916
H: -0.26536 -1.44002 -3.62824
H: 2.33864 0.26163 -2.25499
H: 1.77728 -0.94084 -3.42969
I: -2.23021 2.00688 -0.39943
C: -0.12982 2.26078 -0.15083
H: 0.00426 3.00693 0.61515
H: 0.26671 2.59625 -1.10972
C: -0.15000 2.71511 3.09989
C: 0.79612 1.56091 3.41864
C: 1.86589 2.03319 4.40710
P: 1.45345 0.60323 1.96778
C: 1.52964 -1.12611 2.61729
C: 0.15525 -1.79097 2.50819
C: 2.04394 -1.28377 4.05191
C: 3.17182 1.10015 1.50337
C: 3.21360 2.56759 1.07414
C: 4.33572 0.75987 2.43306
H: -0.57788 3.08651 4.03335
H: -0.97178 2.41082 2.45335
H: 0.38140 3.54894 2.63635
H: 0.19499 0.79419 3.92024
H: 2.48859 2.81534 3.97169
H: 2.51384 1.23245 4.75349
H: 1.37233 2.46133 5.28222
H: 2.20038 -1.62962 1.91753
H: -0.56700 -1.31433 3.17786
H: 0.24381 -2.83593 2.81148
H: -0.24020 -1.77118 1.49465
H: 1.33881 -0.86641 4.77372
H: 3.01608 -0.83029 4.22683
H: 2.13424 -2.34847 4.27612
H: 3.29831 0.48550 0.60437
H: 3.12525 3.24006 1.92941
H: 2.41777 2.80804 0.36863
H: 4.16869 2.78050 0.59060
H: 4.29676 1.30452 3.37507
H: 5.26722 1.03614 1.93393
H: 4.39192 -0.30599 2.64369

Computed properties:
Molecular weight ... 540.67 g mol⁻¹
LUMO energy ... 0.0174 Ha
HOMO energy ... -8.2 eV
Energy above the lowest of the compared OMol25 structures with the same formula, charge and spin ... 35.0 kJ/mol
E_tot ... -46079.7506 eV

Results of the Mulliken charge analysis, in e, for atoms 1 through 4:
1. Pd 0.10
2. O -0.51
3. C 0.45
4. O -0.45